Record 1
Computed, not measured: C41H52MoN6OSi3 as an isolated structure in a non-equilibrium geometry, with ωB97M-V with the def2-TZVPD basis set.

Each line ends with the natural charge from an NBO analysis.
CARTESIAN COORDINATES (ANGSTROEM)
Mo 0.37863 -0.10837 -0.24686  1.495
C 2.90248 -0.46569 3.29133  -1.135
Si 3.46637 -0.22241 1.50969  1.714
C 3.43000 1.64658 1.19231  -1.124
C 5.23320 -0.89666 1.51590  -1.131
C 2.36611 -0.97061 0.10132  -1.792
Si 2.11680 -2.85995 0.36802  1.714
C 1.55909 -3.48871 2.06477  -1.118
C 3.70317 -3.80168 -0.02251  -1.131
C 0.73290 -3.43388 -0.83121  -1.106
Si 3.31617 -0.77464 -1.53642  1.754
C 2.83211 -1.95608 -2.94529  -1.128
C 5.17820 -0.58078 -1.71583  -1.147
C 2.52602 0.82241 -2.20464  -0.180
C 3.12447 1.65541 -3.14091  -0.182
C 2.38957 2.63977 -3.77920  -0.123
C 1.03832 2.74557 -3.47025  -0.235
C 0.50985 1.92268 -2.50361  0.047
N 1.23267 0.98449 -1.85177  -0.510
H 3.50355 0.20497 3.91161  0.255
H 3.08697 -1.47683 3.65440  0.233
H 1.86193 -0.20931 3.44765  0.257
H 3.76540 2.19020 2.07791  0.254
H 2.40852 1.96192 0.97457  0.225
H 4.07093 1.95055 0.36070  0.235
H 5.93267 -0.08126 1.71255  0.257
H 5.54323 -1.38042 0.59229  0.236
H 5.35590 -1.62186 2.32158  0.250
H 2.01666 -2.95464 2.89522  0.245
H 1.86961 -4.53295 2.14480  0.258
H 0.47702 -3.46605 2.19194  0.216
H 4.42381 -3.69351 0.79060  0.255
H 4.19608 -3.48241 -0.94108  0.230
H 3.47977 -4.86590 -0.12255  0.259
H 0.09614 -2.61385 -1.17589  0.189
H 0.08739 -4.16515 -0.34142  0.248
H 1.14926 -3.91996 -1.71371  0.254
H 3.31496 -2.92848 -2.84277  0.256
H 3.16417 -1.53353 -3.89599  0.254
H 1.76093 -2.14145 -3.02328  0.214
H 5.69826 -1.50618 -1.46542  0.260
H 5.60075 0.21725 -1.10489  0.255
H 5.40849 -0.36848 -2.76198  0.253
H 4.17288 1.51318 -3.36449  0.236
H 2.84754 3.29302 -4.50957  0.247
H 0.40069 3.46809 -3.95928  0.248
H -0.52591 2.03090 -2.20985  0.213
C -2.69829 -2.70778 0.72504  -0.718
C -1.71587 -1.95934 1.58454  0.744
O -0.72308 -1.39301 1.07343  -0.681
N -1.95129 -2.03544 2.89219  -0.540
C -1.08802 -1.54716 3.97595  -0.259
C -1.24374 -0.08206 4.33554  0.175
C -2.23438 0.31894 5.22444  -0.242
C -2.30467 1.65269 5.59448  -0.151
C -1.34969 2.52655 5.10509  -0.230
C -0.38813 2.03070 4.23842  0.038
N -0.35392 0.76553 3.82684  -0.452
H -2.42407 -2.62791 -0.32288  0.235
H -3.71028 -2.32156 0.86018  0.255
H -2.70347 -3.76295 0.99999  0.265
H -2.77730 -2.54101 3.17129  0.421
H -0.05255 -1.72921 3.69338  0.244
H -1.33632 -2.13614 4.85627  0.234
H -2.92491 -0.40474 5.63879  0.225
H -3.06682 1.98971 6.28432  0.238
H -1.33139 3.56689 5.39857  0.237
H 0.40961 2.66548 3.86864  0.205
N -0.29019 1.47670 0.29220  -0.531
C -0.84387 2.61308 0.52649  0.316
C -2.32130 2.67860 0.66500  -0.133
C -2.99114 1.74179 1.45306  -0.233
C -4.36516 1.80688 1.60660  -0.155
C -5.09188 2.78745 0.94421  -0.169
C -4.43591 3.70278 0.13348  -0.202
C -3.05724 3.66238 0.00166  -0.178
C -0.09524 3.87868 0.63841  -0.075
C -0.61479 4.94406 1.38412  -0.173
C 0.08331 6.13302 1.49183  -0.209
C 1.30358 6.28800 0.84619  -0.148
C 1.83042 5.23818 0.10609  -0.210
C 1.14263 4.04318 0.00897  -0.180
H -2.41146 0.99622 1.98407  0.222
H -4.87199 1.09642 2.24698  0.220
H -6.16509 2.84288 1.06169  0.238
H -5.00418 4.45792 -0.39293  0.238
H -2.54900 4.39144 -0.61680  0.231
H -1.56174 4.82975 1.89402  0.230
H -0.32319 6.94330 2.08185  0.236
H 1.84236 7.22328 0.91403  0.236
H 2.78087 5.35048 -0.39860  0.230
H 1.54846 3.23207 -0.57707  0.212
N -5.84106 0.08256 -1.22255  -0.212
C -4.81249 -0.13622 -1.68292  0.238
C -3.50124 -0.40039 -2.19353  -0.182
C -3.26936 -0.82036 -3.50191  -0.063
C -1.95602 -1.05700 -3.87194  -0.221
C -0.94487 -0.88018 -2.95395  0.082
N -1.15833 -0.48519 -1.68245  -0.483
C -2.43020 -0.24628 -1.32354  0.103
H -4.08872 -0.95487 -4.19436  0.264
H -1.71439 -1.38377 -4.87305  0.261
H 0.08618 -1.04724 -3.23557  0.233
H -2.60244 0.08481 -0.31068  0.251

Its spin multiplicity is 3. The value obtained for the molar mass is 825.1 g mol⁻¹. As for the expectation value of S²: 2.046. Its charge is +2. The calculation puts the HOMO energy (alpha / beta) at -13.1 / -13.9 eV.

=====

Record 2
Computed, not measured: C41H53BrCl4FeI2N3O4Si as an isolated structure in a non-equilibrium geometry, with ωB97M-V with the def2-TZVPD basis set.

Each line ends with the Löwdin charge.
CARTESIAN COORDINATES (ANGSTROEM)
Fe 1.01389 -1.15657 0.47863  0.711
I 4.34477 0.63086 -2.92288  0.978
C 4.74933 -0.30475 -1.10954  -0.626
C 6.08096 -0.47562 -0.68747  -0.222
C 6.36400 -1.06007 0.51442  -0.676
I 8.36310 -1.26495 1.07510  0.910
C 5.31211 -1.49487 1.35812  -0.197
C 5.46368 -2.10831 2.62287  -0.030
C 4.36188 -2.46009 3.34783  -0.027
C 3.08401 -2.19703 2.82053  -0.086
N 2.91961 -1.64171 1.65117  0.091
C 3.99223 -1.30297 0.91244  -0.135
C 3.67149 -0.71684 -0.34524  -0.422
O 2.43543 -0.57066 -0.69745  -0.214
H 6.88613 -0.13975 -1.32604  0.078
H 6.45879 -2.29861 3.00340  0.065
H 4.45903 -2.93658 4.31321  0.109
H 2.18501 -2.44245 3.37347  0.105
Cl 0.38518 -7.59251 -2.12769  0.641
C 0.01773 -6.01245 -1.54269  -0.725
C -1.31932 -5.55808 -1.56569  -0.724
Cl -2.55399 -6.58269 -2.20096  0.641
C -1.63306 -4.30883 -1.07569  -0.614
Cl -3.25829 -3.71978 -1.04350  0.692
C -0.62462 -3.46033 -0.55650  -0.397
O -0.83109 -2.28551 -0.05958  -0.217
C 0.72140 -3.90057 -0.56672  -0.369
O 1.61027 -3.06838 -0.11637  -0.098
C 1.01710 -5.20080 -1.04658  -0.626
Cl 2.66423 -5.70183 -0.99414  0.686
C -2.92320 2.96901 -0.45039  -0.118
C -3.19655 2.24028 -1.78050  -0.620
C -4.13932 1.07005 -1.46419  -0.096
C -3.92057 3.21470 -2.72649  -0.083
Si -1.60268 1.57415 -2.60778  0.543
Br -0.51226 0.60282 -0.84747  0.787
C -0.39626 2.92898 -3.20012  -0.617
C -0.42331 4.12538 -2.23976  -0.099
C 1.05495 2.43104 -3.24221  -0.145
C -0.80608 3.41873 -4.60119  -0.082
C -1.85440 0.12950 -3.82692  -0.618
C -0.52142 -0.23325 -4.49654  -0.092
C -2.36384 -1.14300 -3.12824  -0.126
C -2.86431 0.54123 -4.91362  -0.082
H -3.88071 3.13933 0.05427  0.086
H -2.45503 3.93929 -0.59554  0.058
H -2.28953 2.38447 0.21791  0.029
H -4.99628 1.44694 -0.89541  0.088
H -3.64820 0.29915 -0.86571  0.074
H -4.52875 0.60445 -2.36783  0.066
H -4.84249 3.56124 -2.24642  0.091
H -4.19735 2.74761 -3.67277  0.071
H -3.31882 4.09563 -2.95093  0.063
H -0.16388 3.82082 -1.22353  0.050
H -1.39130 4.62204 -2.21415  0.062
H 0.31752 4.86171 -2.57174  0.094
H 1.42908 2.20507 -2.24738  0.012
H 1.68544 3.22127 -3.66786  0.093
H 1.19101 1.54018 -3.84700  0.040
H -1.85685 3.71149 -4.65370  0.069
H -0.62710 2.66221 -5.36535  0.069
H -0.20628 4.29787 -4.86107  0.090
H 0.24299 -0.49952 -3.76340  0.081
H -0.13529 0.57077 -5.12295  0.064
H -0.68035 -1.10260 -5.14200  0.093
H -1.75419 -1.41628 -2.26747  0.026
H -2.32507 -1.97293 -3.84142  0.095
H -3.39224 -1.05681 -2.79126  0.052
H -2.56808 1.45088 -5.43917  0.066
H -3.86143 0.70010 -4.50106  0.064
H -2.93917 -0.26007 -5.65617  0.093
C -2.27631 -1.14646 2.28367  0.006
C -1.08506 -1.94224 2.71734  -0.325
O 0.04552 -1.63422 2.34208  -0.035
C -1.26444 -3.12460 3.59339  -0.146
C -2.33352 -3.21815 4.47676  -0.023
C -2.45366 -4.32419 5.30270  -0.069
C -1.51826 -5.34691 5.22983  -0.068
C -0.45587 -5.26390 4.33798  -0.054
C -0.32114 -4.14871 3.52777  -0.001
H -2.00275 -0.53419 1.42797  0.045
H -2.59752 -0.50034 3.10784  0.095
H -3.10679 -1.80085 2.02158  0.101
H -3.06283 -2.41986 4.53530  0.114
H -3.27763 -4.39082 6.00029  0.106
H -1.61675 -6.21291 5.87141  0.107
H 0.26763 -6.06572 4.27661  0.111
H 0.49660 -4.06261 2.82300  0.117
C 0.50055 4.90009 1.93867  -0.060
C 1.75877 4.19943 2.44755  -0.201
N 1.59465 2.76529 2.65575  -0.079
C 1.05973 2.31581 3.93351  -0.196
C -0.45956 2.15219 3.95022  -0.058
C 1.71487 1.88171 1.63019  -0.384
C 2.30809 2.37656 0.34582  -0.014
N 1.39129 0.63410 1.72686  0.095
H 0.75139 5.86904 1.50587  0.080
H -0.21836 5.06951 2.74088  0.068
H 0.01140 4.29570 1.17227  0.061
H 2.06839 4.63241 3.39971  0.119
H 2.57739 4.36494 1.75107  0.107
H 1.36770 3.03916 4.68850  0.120
H 1.53951 1.36937 4.19459  0.117
H -0.95909 3.11474 3.84195  0.067
H -0.78065 1.70690 4.89338  0.081
H -0.78917 1.50911 3.13170  0.059
H 3.34452 2.68029 0.51215  0.108
H 1.76410 3.22973 -0.05889  0.073
H 2.29945 1.56401 -0.37207  0.023
H 1.03843 0.35538 2.63290  0.042

Its spin multiplicity is 2. The value obtained for the molar mass is 1211.3 g mol⁻¹. As for the expectation value of S²: 0.906. The calculation puts the relative energy (zero: lowest compared OMol25 entry of this formula, charge and spin) at 232.6 kJ/mol. The calculation puts the HOMO energy (alpha / beta) at -6.2 / -6.3 eV.

=====

Question: Among the records above, which one has the lowest spin multiplicity?
Answer: C41H53BrCl4FeI2N3O4Si